#A
Density functional theory data (ωB97M-V/def2-TZVPD) for C19H17NO4 in the gas phase.

```
41
Properties=species:S:1:pos:R:3
C -3.39284 -1.05071 0.24539
H 7.32128 0.23176 -0.49797
H 5.24425 3.02027 -0.59604
C -5.27560 1.82921 1.43134
H 2.33965 -2.09074 1.20973
N 0.10214 -0.78553 0.84642
H -6.20019 0.65164 -0.61674
O -1.28714 0.89250 0.17845
C 2.82225 1.32862 -0.48678
C -5.40540 -1.02156 -1.66525
C 2.45414 -1.12837 0.73429
C 1.35754 -0.31633 0.47409
C -3.40562 -1.97904 -0.78008
C -4.40861 -0.08625 0.31587
H -4.40644 -2.70795 -2.52713
C 3.94323 0.52765 -0.23580
H 6.64775 2.31225 -1.40736
C -1.12325 -0.18606 0.69299
O 6.89839 -2.06924 0.64894
H 0.11796 -1.69212 1.29344
H -2.61741 -2.71699 -0.83207
H 5.05646 2.26678 -2.17882
C 5.58225 2.20001 -1.22756
C 5.29858 0.88958 -0.56985
H -1.93883 -2.04339 1.47117
H -6.29725 1.45580 1.56097
H -4.99483 2.41612 2.30472
H -5.22755 2.46323 0.54099
H 2.95354 2.28719 -0.96224
C -4.40880 -1.97539 -1.73481
C 1.55516 0.92429 -0.14425
C -2.26765 -1.02860 1.24476
C 6.28831 0.01790 -0.27249
O -4.34379 0.77905 1.36499
C 3.73365 -0.71616 0.38426
O 4.74648 -1.56319 0.66836
C 6.05034 -1.25999 0.36571
C -5.41050 -0.08223 -0.64772
H -6.19091 -1.00185 -2.40597
H -2.61583 -0.54497 2.15941
H 0.70511 1.55277 -0.34736
```

Its HOMO-LUMO gap is 8.5 eV. For the molar mass, the calculation gives 323.3 g/mol. For the HOMO energy, the calculation gives -8.43 eV. The calculation puts the LUMO energy at 0.0845 eV.

=====

#B
Density functional theory data (ωB97M-V/def2-TZVPD) for 3 unconnected molecules or ions with the total composition C19H17NO4.

```
41
Properties=species:S:1:pos:R:3
C -1.39168 -4.47966 3.60072
C 2.34551 3.37837 -2.16138
C 1.37230 -4.23714 3.44913
H 0.93698 1.01916 -0.10954
O -4.24326 -1.49269 -1.02197
H 2.28322 6.05720 -4.22467
H 1.41523 -6.37457 3.61452
H 3.28540 7.11482 -2.23058
C -0.81266 -3.22492 3.47145
H 0.55087 -1.23090 0.58534
H 3.10338 3.38279 -0.15083
H -2.45200 1.06612 -2.52379
C -0.64386 1.19324 -1.34661
C 2.45834 5.47161 -3.33200
H -1.04196 -6.59016 3.74535
C -4.26527 -0.22421 -0.25390
C 2.11656 4.12736 -3.30708
N 0.13538 0.52592 -0.47520
H -0.40267 2.20425 -1.62632
H 1.02209 -2.12659 3.29247
C -2.05604 -0.71843 -1.45679
C 2.91824 3.96907 -1.04285
H -2.46772 -4.57402 3.66313
O -3.39177 -1.80852 -3.06535
C -0.58972 -5.61170 3.64919
O -4.03250 -0.32718 0.94044
C 0.79146 -5.49104 3.57492
H -1.43867 -2.34201 3.43100
C -0.11735 -0.73004 -0.09618
H 1.67303 3.66447 -4.17924
C 3.25528 5.31463 -1.06771
H -1.42997 -2.39222 -0.23681
H 2.44930 -4.14188 3.39375
C -3.30857 -1.40005 -1.95411
C 3.02388 6.06513 -2.21173
C 0.56910 -3.10604 3.39447
C -1.22710 -1.39079 -0.57209
H 3.69815 5.77786 -0.19596
C -1.76477 0.58371 -1.85303
O -4.40564 0.77177 -0.96712
H 2.07948 2.32726 -2.14308
```

Its HOMO-LUMO gap is 7.2 eV. For the molar mass, the calculation gives 323.3 g/mol. For the HOMO energy, the calculation gives -8.54 eV. The calculation puts the LUMO energy at -1.3129 eV.

=====

Which structure is the most stable? The one labeled #A.

=====

#A
Density functional theory data (ωB97M-V/def2-TZVPD) for 4 unconnected molecules or ions with the total composition C3H14O4.

```
21
Properties=species:S:1:pos:R:3
H 1.13722 3.37952 0.82560
H 1.63146 -2.37456 1.60857
O -0.32605 3.24551 -1.31487
H 0.60111 -1.20338 1.80264
H 0.09340 0.16243 0.47798
H -0.19556 2.92983 -2.20869
H 0.48162 2.60150 2.13035
H -0.66554 2.54686 -0.75941
H 0.13091 -1.41574 -1.87331
O -2.25067 1.34205 -1.00150
C 0.55035 -2.22822 1.41740
H -3.14697 1.01042 -0.91833
C 0.59439 -1.18433 -0.91700
H -0.80314 -2.51963 -0.20583
H 1.65412 -0.95524 -1.02043
H 0.79561 -3.31061 -0.41710
O -0.05594 -0.01115 -0.45794
H 0.04567 -2.93451 2.06939
H -1.61049 0.74864 -0.54957
O 1.06186 2.59391 1.37425
C 0.27665 -2.42330 -0.06223
```

Its HOMO-LUMO gap is 11.1 eV. For the molar mass, the calculation gives 114.1 g/mol. For the HOMO energy, the calculation gives -10.44 eV. The calculation puts the LUMO energy at 0.6207 eV.

=====

#B
Density functional theory data (ωB97M-V/def2-TZVPD) for 4 unconnected molecules or ions with the total composition C3H14O4.

```
21
Properties=species:S:1:pos:R:3
H 0.27963 0.32095 1.13568
H 0.64287 1.95574 1.09585
H 2.85288 -0.64832 -0.33201
H -0.52198 0.12915 -1.32204
H 2.09874 1.64308 -0.84374
H -3.13814 2.44739 0.79647
O -1.87205 -1.03958 0.68650
O 0.50889 -2.67073 0.63454
C 1.44892 0.79452 -0.64715
H 1.88712 0.79196 1.61214
H -0.15214 1.84182 -1.46065
H -2.55509 -1.63192 0.97698
C 0.27667 0.84738 -1.58948
H -0.33182 -2.16632 0.81268
H -1.84420 2.12019 -0.08316
H 0.87050 -2.12781 -0.12523
C 1.08082 0.95488 0.84551
O -2.57947 1.68717 0.46405
O 2.03920 -0.57276 -0.78061
H -2.23020 -0.12223 0.72875
H 0.53081 0.63280 -2.68081
```

Its HOMO-LUMO gap is 10.1 eV. For the molar mass, the calculation gives 114.1 g/mol. For the HOMO energy, the calculation gives -9.91 eV. The calculation puts the LUMO energy at 0.2077 eV.

=====

#C
Density functional theory data (ωB97M-V/def2-TZVPD) for 4 unconnected molecules or ions with the total composition C3H14O4.

```
21
Properties=species:S:1:pos:R:3
H -1.46383 -2.15142 -2.46149
H 0.61422 -0.36599 3.37464
H 2.07340 3.03076 1.77889
H -0.86817 -0.00556 0.73825
H -2.85307 0.67133 -2.48671
O 2.36225 2.17974 1.51707
H 1.46373 1.78394 1.24382
C -2.06030 -0.40109 -0.92133
H -0.36100 0.94003 -0.70575
H -0.25103 -1.57008 -1.28582
H 2.21299 -1.08934 -0.41787
H -0.67218 -0.62213 -2.66033
O 3.11441 -1.50017 -0.25127
C -1.26425 0.56492 -0.10761
C -1.13207 -1.17614 -1.88758
O 1.15348 0.07962 2.78814
H 3.44797 -1.16927 0.56891
H 2.14321 -0.15998 3.00244
O -3.08120 0.42870 -1.61575
H -2.71489 -0.94710 -0.29910
H -1.86367 1.47923 0.08845
```

Its HOMO-LUMO gap is 10.7 eV. For the molar mass, the calculation gives 114.1 g/mol. For the HOMO energy, the calculation gives -10.31 eV. The calculation puts the LUMO energy at 0.3529 eV.

=====

Which structure is the most stable? The one labeled #B.

=====

#A
Density functional theory data (ωB97M-V/def2-TZVPD) for C8H12N2O2 in the gas phase.

```
24
Properties=species:S:1:pos:R:3
H -1.71058 -0.14468 -2.21601
O -1.80284 0.43641 -0.03676
H -1.57692 -2.04995 0.95401
C -0.49632 0.14437 -0.51690
H -1.12005 2.52662 -1.34418
H -0.47527 -1.44807 -1.82496
H 0.05613 0.22586 -2.61744
O 0.21511 1.40646 -0.42732
N 1.45180 -0.95814 0.70042
H 2.10569 0.52536 -0.30884
H -0.27021 3.39600 -0.08154
H -1.72162 1.75978 1.53917
N 1.68709 -2.07667 1.36095
C 0.11782 -0.89197 0.39379
C 0.54264 -2.64678 1.57833
H 0.59014 -3.60645 2.11300
C 2.56408 -0.17592 0.27980
C -0.66115 -0.36307 -1.98245
C -1.85781 1.78869 0.51343
H 3.28931 -0.86912 -0.03547
H 3.08141 0.35089 1.21141
C -0.49870 -2.03573 0.91013
C -0.74361 2.47618 -0.36465
H -2.76612 2.22995 0.20206
```

Its HOMO-LUMO gap is 9.8 eV. For the molar mass, the calculation gives 168.2 g/mol. For the HOMO energy, the calculation gives -8.96 eV. The calculation puts the LUMO energy at 0.8418 eV.

=====

#B
Density functional theory data (ωB97M-V/def2-TZVPD) for 2 unconnected molecules or ions with the total composition C8H12N2O2.

```
24
Properties=species:S:1:pos:R:3
N -0.44111 3.52542 -4.00596
H 1.15573 -3.20460 0.95351
H 0.10203 -3.00196 -0.46569
C 0.22867 -0.90662 2.36402
C -0.31789 3.14306 -2.81141
O -1.81023 3.83409 -4.23244
H -1.81021 4.15931 -5.14846
H 1.77621 2.95271 -2.99953
C -0.37549 -1.74697 1.25822
C 1.02469 2.81494 -2.21759
C -0.71326 -2.78172 3.33997
O -1.15731 -2.75766 1.98555
C 0.62864 -2.46793 0.34713
H -1.19229 3.09302 -2.15773
H 1.32891 -1.73807 -0.10035
C 0.00690 -1.46673 3.53308
H 0.79512 -0.00647 2.16290
C 1.03137 1.42619 -1.75747
H 0.30897 -1.06889 4.49181
H -1.08722 -1.13788 0.68874
N 0.89960 0.35096 -1.37382
H -0.03016 -3.63108 3.53617
H -1.60409 -2.87311 3.99471
H 1.25243 3.48997 -1.38536
```

Its HOMO-LUMO gap is 9.6 eV. For the molar mass, the calculation gives 168.2 g/mol. For the HOMO energy, the calculation gives -8.88 eV. The calculation puts the LUMO energy at 0.6960 eV.

=====

Which structure is the most stable? The one labeled #A.

=====

#A
Density functional theory data (ωB97M-V/def2-TZVPD) for C8H12N2O2 in the gas phase.

```
24
Properties=species:S:1:pos:R:3
H 3.08453 0.58650 1.34485
H -1.83130 0.30714 -2.38796
H 1.58149 -0.39760 2.03886
O -2.90224 -1.06080 1.18790
C -1.43847 0.35889 -1.41598
C 1.94080 0.39987 1.25706
C -0.96222 1.71203 -0.84645
O -2.61996 0.00176 -0.72690
H -0.69280 2.58050 -1.55974
H 1.77252 0.88254 -1.05716
C 1.78379 0.02519 -0.25867
H -1.06060 0.36903 2.13791
H -1.05568 -1.82304 -1.14269
C 0.63343 -0.90829 -0.52135
C -0.58813 -0.81845 -1.08160
N 1.02166 -2.26230 -0.21282
N -2.28076 -0.16373 0.66641
H 2.63669 -0.53363 -0.56849
H 0.50188 -2.96743 -0.67874
C -0.91292 1.74615 0.49089
C -1.34031 0.56378 1.19268
H -0.60795 2.58814 0.94147
H 1.99390 -2.47604 -0.15493
H 1.34266 1.28981 1.35545
```

Its HOMO-LUMO gap is 8.5 eV. For the molar mass, the calculation gives 168.2 g/mol. For the HOMO energy, the calculation gives -7.87 eV. The calculation puts the LUMO energy at 0.5947 eV.

=====

#B
Density functional theory data (ωB97M-V/def2-TZVPD) for C8H12N2O2 in the gas phase.

```
24
Properties=species:S:1:pos:R:3
C -0.07752 -1.56925 1.41775
H 0.74889 -0.80729 1.22180
O -1.18532 0.53079 2.11469
H -1.53754 -2.78578 0.35767
H 1.23596 2.18269 -3.03166
H 0.16354 -2.99805 -0.07431
H 0.35736 -2.23612 2.28163
H 0.79265 4.05821 -1.46425
N 0.50678 1.39351 0.20876
H 0.40719 3.32963 0.97777
C 0.52253 2.69044 0.17425
N 0.71720 3.14323 -1.10867
C -1.10537 -0.76419 2.30794
H -0.41771 0.77481 1.53669
O -1.75616 -1.41453 3.06876
H 0.89821 -0.89477 -2.28157
C 1.08672 2.02397 -1.89408
H 1.35770 -1.20837 -0.45938
H -1.19805 -1.76262 -1.70636
C -0.63046 -2.26799 0.24305
C 0.65169 -0.61197 -1.21923
H -1.56081 -0.50045 -0.69058
C -0.75965 -1.20864 -0.90193
C 0.78216 0.90275 -1.07874
```

Its HOMO-LUMO gap is 9.7 eV. For the molar mass, the calculation gives 168.2 g/mol. For the HOMO energy, the calculation gives -9.15 eV. The calculation puts the LUMO energy at 0.5535 eV.

=====

Which structure is the most stable? The one labeled #B.